[1]
Formula: CH5NO2S
Source: the OMol25 dataset
Level of theory: wB97M-V/def2-TZVPD

Geometry as ORCA input:
```
! wB97M-V def2-TZVPD RIJCOSX def2/J DEFGRID3
* xyz 0 1
S 0.7432 -1.2493 0.6335
O 2.3434 0.3674 -0.2651
O 1.3898 0.9604 -0.9821
N -0.2536 -0.4974 -0.2454
C -1.1121 0.5435 0.2287
H 1.0890 -2.0434 -0.2987
H -1.3378 1.2560 -0.6480
H 2.7474 0.0132 -1.0806
H -0.6673 1.0825 1.0713
H -1.9972 -0.1040 0.4847
*
```

For the energy above the lowest of the compared OMol25 structures with the same formula, charge and spin, the calculation gives 171.6 kcal/mol. The LUMO energy (spin up / spin down) is -0.04 / -0.22 eV. The total energy is -644.27076 a.u. The calculation puts the frontier orbital gap (spin up / spin down) at 9.40 / 7.65 eV.

***

[2]
Formula: C5H8S
Source: the OMol25 dataset
Level of theory: wB97M-V/def2-TZVPD

Geometry as ORCA input:
```
! wB97M-V def2-TZVPD RIJCOSX def2/J DEFGRID3
* xyz 0 1
S 1.6419 0.4624 -0.5857
C 0.5470 -0.7739 -1.3946
C 0.2085 -0.5967 0.0345
C -0.9985 0.0459 0.5985
C -2.0094 0.3175 -0.2519
C -1.0871 0.1374 2.0861
H -1.9460 0.7397 2.3481
H -1.0753 -0.9039 2.5357
H 1.0713 -1.7323 -1.5074
H -0.0090 -0.5421 -2.2784
H 0.7250 -1.3123 0.6594
H -1.8748 0.1204 -1.2572
H -0.1516 0.7100 2.4003
H -2.9728 0.7411 0.0358
*
```

For the energy above the lowest of the compared OMol25 structures with the same formula, charge and spin, the calculation gives 28.2 kcal/mol. The SMILES is C=C(C)[C@H]1CS1. The LUMO energy is 0.90 eV. The total energy is -593.44332 a.u. The calculation puts the frontier orbital gap at 9.53 eV.

***

Please write out number 1 again, unchanged.
Formula: CH5NO2S
Source: the OMol25 dataset
Level of theory: wB97M-V/def2-TZVPD

Geometry as ORCA input:
```
! wB97M-V def2-TZVPD RIJCOSX def2/J DEFGRID3
* xyz 0 1
S 0.7432 -1.2493 0.6335
O 2.3434 0.3674 -0.2651
O 1.3898 0.9604 -0.9821
N -0.2536 -0.4974 -0.2454
C -1.1121 0.5435 0.2287
H 1.0890 -2.0434 -0.2987
H -1.3378 1.2560 -0.6480
H 2.7474 0.0132 -1.0806
H -0.6673 1.0825 1.0713
H -1.9972 -0.1040 0.4847
*
```

For the energy above the lowest of the compared OMol25 structures with the same formula, charge and spin, the calculation gives 171.6 kcal/mol. The LUMO energy (spin up / spin down) is -0.04 / -0.22 eV. The total energy is -644.27076 a.u. The calculation puts the frontier orbital gap (spin up / spin down) at 9.40 / 7.65 eV.